[1]
{"formula": "C43H69As3GeN3OPRb", "method": "ωB97M-V with the def2-TZVPD basis set", "symbols": ["Rb", "C", "C", "C", "C", "C", "C", "C", "H", "H", "H", "H", "H", "H", "H", "H", "C", "As", "C", "C", "C", "C", "C", "As", "C", "C", "C", "As", "C", "C", "H", "H", "H", "H", "H", "H", "H", "H", "H", "H", "H", "H", "H", "H", "H", "H", "H", "H", "H", "H", "H", "H", "H", "H", "H", "H", "H", "C", "Ge", "C", "C", "C", "C", "C", "C", "C", "C", "C", "C", "C", "C", "C", "C", "C", "C", "C", "C", "H", "H", "H", "H", "H", "H", "H", "H", "H", "H", "H", "H", "H", "H", "H", "H", "C", "N", "C", "P", "O", "N", "C", "C", "N", "C", "C", "H", "H", "H", "H", "H", "H", "H", "H", "H", "H", "H", "H", "H", "H", "H", "H", "H", "H"], "xyz": [[0.63529, -0.50469, 0.58149], [-1.90528, -2.73791, 3.62851], [-1.85367, -1.24084, 3.79460], [-1.25476, -0.65768, 4.90591], [-1.22664, 0.72409, 5.05260], [-1.79577, 1.54005, 4.08675], [-2.39407, 0.96928, 2.97100], [-2.42143, -0.40868, 2.83001], [-1.43516, -3.24453, 4.47096], [-1.38978, -3.03747, 2.71351], [-2.93834, -3.08052, 3.55236], [-0.79928, -1.28699, 5.66341], [-0.75749, 1.15507, 5.92988], [-1.77347, 2.61773, 4.19610], [-2.84652, 1.58626, 2.20730], [-2.89634, -0.84344, 1.95668], [2.19110, -4.87467, 0.17227], [1.69414, -3.09798, -1.02033], [-0.20660, -3.57975, -0.81160], [2.12010, -4.03183, -2.71852], [1.53082, -3.01106, -3.72312], [0.19367, -3.48868, -4.29014], [1.30485, -1.77997, -2.82346], [-0.47968, 1.25489, -1.73740], [-0.31906, 2.26736, -3.44284], [-1.88778, 0.06143, -2.42906], [2.48966, -2.68597, -4.88170], [3.31256, -4.02285, -6.10728], [4.87992, -4.54614, -5.01855], [2.31945, -5.69684, -5.79676], [1.58835, -5.76578, -0.04873], [2.03157, -4.61830, 1.22933], [3.24748, -5.15148, 0.06314], [-0.41110, -4.50939, -1.34231], [-0.83759, -2.78806, -1.21724], [-0.44016, -3.74529, 0.24386], [1.64982, -5.01919, -2.75908], [3.19728, -4.16479, -2.84935], [-0.52800, -3.66264, -3.49079], [0.29893, -4.41627, -4.85857], [-0.22708, -2.72905, -4.95482], [0.43566, -1.18832, -3.13674], [2.17229, -1.10792, -2.90589], [0.22296, 1.65031, -4.16311], [0.23640, 3.19359, -3.29664], [-1.31123, 2.49308, -3.83814], [-1.77662, -0.07903, -3.50560], [-2.85690, 0.50714, -2.22524], [-1.84494, -0.92038, -1.95464], [3.36157, -2.16573, -4.47072], [1.99584, -1.96765, -5.54252], [5.35844, -3.66468, -4.59133], [5.60542, -5.05146, -5.65706], [4.60002, -5.21928, -4.20767], [1.37417, -5.69154, -6.33774], [2.12856, -5.85710, -4.73623], [2.92320, -6.52222, -6.17710], [-1.50391, 2.23545, -0.43958], [-2.82549, 3.53072, -0.95001], [-2.23411, 5.42882, -1.28430], [-1.16157, 5.69111, -2.13765], [-0.61920, 6.96258, -2.25996], [-1.13462, 8.01082, -1.51033], [-2.20615, 7.77578, -0.66071], [-2.74841, 6.50142, -0.55549], [-4.07554, 3.86041, 0.57762], [-5.45204, 4.01141, 0.42165], [-6.27041, 4.33524, 1.49777], [-5.72089, 4.51968, 2.75813], [-4.35181, 4.36946, 2.93611], [-3.54567, 4.04487, 1.85507], [-4.02504, 3.06813, -2.45747], [-4.96086, 2.04067, -2.33849], [-5.76296, 1.66755, -3.40687], [-5.63257, 2.31229, -4.62970], [-4.71091, 3.34054, -4.76568], [-3.92372, 3.71702, -3.68600], [-0.78819, 2.78295, 0.19246], [-0.73000, 4.87765, -2.71068], [0.21076, 7.13346, -2.93618], [-0.70201, 9.00163, -1.58312], [-2.62078, 8.58723, -0.07329], [-3.58658, 6.33567, 0.11137], [-5.89168, 3.87961, -0.56088], [-7.33805, 4.45159, 1.34948], [-6.35344, 4.78655, 3.59644], [-3.91520, 4.51197, 3.91849], [-2.47311, 3.93668, 1.99326], [-5.05930, 1.52396, -1.38867], [-6.49080, 0.87320, -3.29029], [-6.25026, 2.01778, -5.46935], [-4.60515, 3.84667, -5.71829], [-3.21652, 4.53306, -3.79456], [3.40562, -2.02216, 6.02220], [2.77909, -2.15727, 4.72560], [2.09476, -3.42569, 4.50999], [3.16826, -1.28351, 3.35898], [2.05024, -1.27539, 2.39811], [3.54632, 0.21159, 4.04639], [4.51765, 1.07003, 3.39001], [2.37473, 0.92395, 4.55572], [4.55319, -1.88526, 2.68631], [4.70200, -2.04861, 1.24683], [5.76110, -2.07390, 3.46171], [2.64240, -2.05014, 6.80754], [3.92411, -1.06837, 6.08249], [4.11510, -2.83556, 6.22145], [1.23246, -3.50765, 5.17908], [2.75832, -4.27708, 4.69898], [1.74397, -3.47826, 3.48082], [5.23002, 0.46434, 2.83283], [5.06905, 1.64963, 4.13606], [4.05018, 1.77522, 2.69266], [1.62161, 0.20531, 4.87438], [1.92429, 1.57005, 3.79351], [2.65500, 1.54740, 5.40979], [3.73100, -1.98897, 0.75811], [5.11571, -3.03583, 1.02740], [5.36929, -1.28668, 0.82480], [5.58439, -1.82449, 4.50722], [6.57238, -1.43931, 3.08625], [6.09913, -3.11327, 3.40281]], "mulliken_charge": [0.688, -1.134, 0.943, -0.313, -0.716, -0.530, 0.166, -0.713, 0.320, -0.035, 0.420, 0.296, 0.379, 0.344, 0.271, 0.361, -1.373, 0.856, -0.663, -1.890, 3.364, -1.719, -1.821, 0.602, -1.302, -0.644, -1.825, 0.280, -1.105, -1.061, 0.430, 0.139, 0.315, 0.304, -0.083, 0.167, 0.301, 0.233, 0.408, 0.237, 0.364, -0.101, 0.110, 0.417, 0.350, 0.348, 0.343, 0.181, 0.015, 0.587, 0.449, 0.319, 0.376, 0.274, 0.331, 0.222, 0.406, -0.669, 1.284, -0.221, 0.088, -0.675, -0.409, -0.714, -0.133, -0.683, 0.011, -0.667, -0.542, -0.570, -0.362, -0.146, -0.026, -0.749, -0.532, -0.504, -0.323, 0.134, 0.058, 0.404, 0.345, 0.387, 0.285, 0.338, 0.395, 0.363, 0.368, 0.539, 0.477, 0.382, 0.362, 0.381, 0.257, -1.175, 0.757, -0.954, -0.688, 0.149, 0.238, -0.921, -0.841, 0.600, -0.624, -1.103, 0.282, 0.390, 0.299, 0.267, 0.286, 0.115, 0.283, 0.307, 0.248, 0.064, 0.290, 0.379, -0.068, 0.347, 0.268, 0.302, 0.388, 0.293], "total_charge": -1, "homo_lumo_gap_ev": 4.6066, "relative_energy_ev": 1.050, "fmax_ev_per_a": 1.22, "molar_mass_g_mol": 1057.86}


[2]
{"formula": "C43H71Br21Cl3F9N2O3S", "method": "ωB97M-V with the def2-TZVPD basis set", "symbols": ["C", "C", "C", "C", "C", "C", "O", "N", "Br", "C", "C", "C", "C", "C", "F", "F", "C", "F", "F", "S", "F", "F", "F", "F", "F", "C", "Cl", "N", "C", "C", "C", "O", "C", "O", "C", "C", "C", "C", "Cl", "C", "C", "Cl", "H", "H", "H", "H", "H", "H", "H", "H", "H", "H", "H", "H", "H", "H", "H", "H", "H", "H", "H", "H", "H", "H", "H", "H", "H", "H", "H", "H", "H", "H", "H", "Br", "C", "C", "Br", "H", "H", "H", "H", "Br", "C", "C", "Br", "H", "H", "H", "H", "Br", "C", "C", "Br", "H", "H", "H", "H", "Br", "C", "C", "Br", "H", "H", "H", "H", "Br", "C", "C", "Br", "H", "H", "H", "H", "Br", "C", "C", "Br", "H", "H", "H", "H", "Br", "C", "C", "Br", "H", "H", "H", "H", "Br", "C", "C", "Br", "H", "H", "H", "H", "Br", "C", "C", "Br", "H", "H", "H", "H", "Br", "C", "C", "Br", "H", "H", "H", "H"], "xyz": [[5.08538, 4.95855, -4.44999], [4.70952, 4.60466, -3.36154], [4.36859, 4.29630, -1.96103], [4.74397, 5.54331, -1.14485], [4.17496, 6.84972, -1.70900], [4.84696, 8.08947, -1.22080], [4.95112, 7.49777, -2.63500], [5.12395, 3.09896, -1.52176], [5.57650, 1.87072, -2.84261], [6.24390, 3.31528, -0.61664], [7.55373, 3.88861, -1.21339], [8.68498, 2.87604, -1.33991], [9.25209, 2.47033, 0.01245], [10.09614, 1.20827, 0.01873], [9.39709, 0.20825, -0.54805], [10.35798, 0.89672, 1.30482], [11.42685, 1.39008, -0.75393], [11.94968, 2.57197, -0.42711], [11.18211, 1.42422, -2.05619], [12.78990, 0.09348, -0.43853], [12.98659, 0.68378, 1.01440], [11.73338, -0.96053, 0.08139], [12.64264, -0.52064, -1.89243], [13.87309, 1.10270, -1.01461], [13.94104, -0.93905, -0.13937], [2.77174, 3.92521, -1.89397], [1.89750, 4.96359, -0.61641], [2.18502, 3.96031, -3.15316], [1.43936, 4.83613, -3.71006], [0.08139, 5.25239, -3.22546], [1.83447, 5.43031, -5.02812], [2.73284, 2.62518, -1.38810], [1.49617, 1.99945, -1.53294], [1.55999, 1.19025, -2.67023], [0.37787, 1.11982, -3.44538], [0.63691, 1.46594, -4.91812], [2.06507, 1.12611, -5.34387], [1.26097, 1.12503, -0.30863], [2.68670, 0.49874, 0.43817], [0.07118, 0.79567, 0.18754], [-0.17987, -0.12632, 1.33920], [-1.38288, 1.44274, -0.51735], [5.64260, 5.07771, -5.34827], [4.41869, 5.48505, -0.10902], [5.81154, 5.74594, -1.17251], [3.09741, 6.92566, -1.82067], [4.27259, 8.97157, -1.46734], [5.90459, 8.14804, -1.01905], [6.50228, 2.32099, -0.24263], [5.92654, 3.86227, 0.26590], [7.36309, 4.40900, -2.15047], [7.89470, 4.65796, -0.51059], [9.48454, 3.36495, -1.90332], [8.40233, 2.02112, -1.94969], [9.79525, 3.28122, 0.49200], [8.43678, 2.21750, 0.69552], [0.06551, 6.34601, -3.16232], [-0.15860, 4.87588, -2.23807], [-0.66431, 4.97866, -3.97070], [2.31756, 4.68558, -5.65592], [2.47884, 6.29237, -4.85900], [0.95382, 5.77822, -5.57075], [0.67074, 2.71153, -1.57538], [0.00489, 0.09356, -3.41163], [-0.42510, 1.76181, -3.08528], [0.46921, 2.53475, -5.07008], [-0.07744, 0.92435, -5.53636], [2.75835, 1.82478, -4.88095], [2.32890, 0.11304, -5.04239], [2.16606, 1.20350, -6.42699], [0.65222, -0.13425, 2.03210], [-1.07261, 0.22138, 1.85224], [-0.39361, -1.12091, 0.94568], [-2.69740, -0.00202, -4.01428], [-3.91036, 0.08235, -5.52502], [-3.51614, 1.17386, -6.48612], [-3.98654, 2.93977, -5.81876], [-4.90943, 0.21451, -5.12263], [-3.84142, -0.89055, -6.01003], [-4.05441, 1.06971, -7.42630], [-2.44803, 1.18983, -6.68022], [-1.91572, -3.18313, -5.67317], [-1.29981, -4.60989, -4.50985], [-1.52426, -4.27166, -3.05874], [-0.22166, -2.97621, -2.41319], [-0.25374, -4.77579, -4.74513], [-1.87842, -5.48724, -4.79185], [-1.38574, -5.15329, -2.43610], [-2.50674, -3.84878, -2.87219], [4.43485, -0.33326, 3.42559], [2.85318, -0.29219, 4.55092], [2.47133, -1.65320, 5.06327], [1.61696, -2.72982, 3.68661], [2.06467, 0.16019, 3.95966], [3.10780, 0.36553, 5.37890], [1.73359, -1.55971, 5.85716], [3.32464, -2.21894, 5.42226], [-5.70264, -4.87912, -3.42609], [-5.09239, -6.31838, -2.26796], [-5.30708, -5.99156, -0.81546], [-3.99866, -4.70628, -0.16239], [-4.04794, -6.49244, -2.50615], [-5.67982, -7.18877, -2.55082], [-5.17408, -6.87861, -0.19993], [-6.28211, -5.56396, -0.61862], [-7.10470, -6.27198, 3.66256], [-7.66504, -4.87579, 2.42827], [-8.97166, -5.20939, 1.75815], [-8.75067, -6.53870, 0.35243], [-6.85211, -4.73707, 1.72208], [-7.77054, -3.97871, 3.03594], [-9.37066, -4.32787, 1.26243], [-9.71389, -5.60164, 2.44536], [-7.98599, -1.75033, 5.04088], [-9.39893, -2.65836, 6.03246], [-10.04724, -3.73079, 5.20468], [-11.27072, -2.98424, 3.87975], [-10.09425, -1.89320, 6.35872], [-8.90676, -3.08931, 6.89851], [-10.66216, -4.37462, 5.82300], [-9.32644, -4.33576, 4.66405], [-8.18862, -2.69918, 9.62778], [-9.60199, -3.62634, 10.58641], [-10.25524, -4.68268, 9.73760], [-11.46478, -3.92280, 8.41309], [-10.30024, -2.86786, 10.92410], [-9.11878, -4.08532, 11.44573], [-10.87504, -5.32769, 10.35579], [-9.53702, -5.28574, 9.19170], [-3.67477, -5.22479, 11.23448], [-3.15675, -3.55919, 10.37222], [-4.33362, -2.85983, 9.75099], [-4.88733, -3.71038, 8.09027], [-2.38991, -3.80825, 9.64637], [-2.72740, -2.94496, 11.16012], [-4.06784, -1.84264, 9.47378], [-5.20523, -2.84516, 10.39801], [-0.40148, -0.57554, -8.07959], [-1.63297, -0.59646, -9.58261], [-1.30908, 0.48019, -10.58262], [-1.86931, 2.22992, -9.94316], [-2.63249, -0.48879, -9.17325], [-1.52925, -1.58223, -10.03024], [-1.85640, 0.31752, -11.50821], [-0.24700, 0.54513, -10.79343], [-2.82670, 0.12317, 7.91612], [-3.10439, -0.86434, 6.25904], [-1.80087, -1.31036, 5.65797], [-0.85740, 0.16052, 4.80102], [-3.67317, -0.21510, 5.60164], [-3.71057, -1.72365, 6.53606], [-1.97451, -2.04121, 4.87131], [-1.12451, -1.72787, 6.39665]], "mulliken_charge": [-0.216, -1.940, 2.760, -1.602, 0.645, -1.004, -0.477, -0.337, -0.066, -1.091, -0.798, -0.691, -0.936, 0.819, -0.299, -0.310, 0.507, -0.294, -0.282, 1.409, -0.287, -0.298, -0.300, -0.313, -0.284, -0.253, -0.275, 0.486, 0.519, -1.545, -1.550, -0.008, 0.226, -0.338, -0.145, 0.567, -1.155, -0.886, -0.117, 0.877, -0.502, -0.216, 0.571, 0.472, 0.282, 0.399, 0.355, 0.331, 0.914, 0.202, 0.459, 0.381, 0.401, 0.249, 0.426, 0.433, 0.373, 0.346, 0.424, 0.281, 0.279, 0.518, 0.512, 0.358, 0.271, -0.076, -0.342, 0.101, 0.345, 0.398, -0.311, 0.412, 0.231, -0.009, -0.388, -0.346, -0.145, 0.412, 0.210, 0.361, -0.059, -0.095, -0.546, -0.553, -0.106, 0.410, 0.347, 0.353, 0.197, -0.163, -0.340, -0.510, -0.129, -0.039, 0.430, 0.241, 0.433, -0.139, -0.545, -0.514, -0.123, 0.334, 0.393, 0.417, 0.160, -0.113, -0.098, -0.556, -0.172, 0.224, -0.028, 0.383, 0.378, -0.188, -0.323, 0.011, -0.144, 0.498, -0.030, 0.261, -0.126, -0.099, -0.548, -0.633, -0.139, 0.361, 0.353, 0.375, 0.383, -0.163, -0.569, -0.318, -0.138, 0.360, 0.379, 0.057, 0.357, -0.104, -0.537, -0.590, -0.141, 0.288, 0.377, 0.368, 0.359, -0.170, -0.214, -0.618, -0.122, 0.403, 0.017, 0.400, 0.348], "homo_lumo_gap_ev": 8.3236, "fmax_ev_per_a": 3.54, "molar_mass_g_mol": 2651.44, "smiles": "C#C[C@](C[C@H]1CO1)(N(Br)CCCCC(F)(F)C(F)(F)S(F)(F)(F)(F)F)[C@@](Cl)(N=C(C)C)O[C@@H](OCCC)/C(Cl)=C(/C)Cl.BrCCBr.BrCCBr.BrCCBr.BrCCBr.BrCCBr.BrCCBr.BrCCBr.BrCCBr.BrCCBr.BrCCBr"}